[1]
ORCA calculation (the ωB97M-V functional and the def2-TZVPD basis) on a 9-piece molecular cluster, C43H65ClN4O28P overall.

Properties
Calculated total energy: -130740.9934 eV
2S+1: 1
Net charge: +1
Relative energy (zero: lowest compared OMol25 entry of this formula, charge and spin): 0.000 eV

Geometry as XYZ:
```
142
Properties=species:S:1:pos:R:3:forces:R:3:mulliken_charge:R:1
Cl 2.791 -2.048 2.890 -0.65 0.64 0.09 0.07
P -2.572 -1.152 1.851 -2.06 0.28 3.14 0.07
O -0.163 -2.968 -0.393 -0.30 0.39 0.51 -0.26
O -0.823 2.270 -4.705 0.11 -0.16 0.07 -0.51
O 2.788 -3.585 -4.324 0.02 0.19 -0.08 -0.49
O -3.821 8.480 -2.580 -0.06 -0.19 0.00 -0.31
O -4.331 -7.216 -0.028 0.26 0.08 0.01 -0.33
O 0.582 -3.374 2.912 0.61 1.69 0.18 -0.43
O -2.124 -6.842 0.017 -0.18 -0.02 0.01 -0.35
O -1.790 4.244 -4.237 0.16 -0.07 -0.08 -0.23
O -3.574 0.567 7.965 -0.18 -0.01 -0.12 -0.36
O -5.663 0.498 7.154 0.30 -0.05 0.14 -0.36
O -8.672 -0.334 1.669 0.18 0.15 -0.02 -0.36
O -3.704 -0.895 0.742 1.73 -1.03 -0.64 -0.33
O 7.531 -3.441 4.027 0.11 0.22 0.06 -0.34
O 4.200 -3.590 -6.073 -0.03 0.12 0.19 -0.34
O -2.855 6.459 -2.374 -0.42 0.21 0.50 -0.49
O -0.649 -4.198 -2.204 0.05 0.24 0.21 -0.37
O 4.451 -2.075 -4.456 -0.07 -0.15 -0.08 -0.07
O 5.706 0.594 2.331 -0.17 -0.09 -0.03 -0.37
O 0.192 4.202 -5.262 -0.17 -0.06 0.12 -0.32
O 9.786 -3.437 4.052 0.06 -0.06 -0.02 -0.50
O -9.518 1.752 1.536 -0.07 0.05 -0.02 -0.51
O -5.194 1.804 8.929 0.01 0.06 0.07 -0.49
O -5.086 6.683 -2.200 0.17 0.13 -0.06 -0.27
O 1.429 -4.160 -1.427 -0.26 0.15 0.12 -0.24
O -7.292 1.415 1.448 -0.16 -0.23 -0.02 -0.35
O 8.636 -1.624 4.738 -0.18 -0.30 -0.05 -0.38
O -3.011 -8.106 -1.623 0.05 -0.01 -0.11 -0.51
O -2.139 -2.699 1.910 0.92 1.36 -1.64 -0.22
N 1.049 1.706 1.249 0.58 -0.44 0.66 -0.89
N 1.036 0.730 2.155 -0.49 0.54 -0.46 0.36
N -2.251 1.219 -0.229 1.90 0.44 -1.03 -0.35
N -3.207 -0.742 3.206 0.49 -0.11 0.05 -0.27
C -4.057 -6.592 1.228 -0.16 0.04 0.21 -0.37
C -8.588 1.019 1.550 -0.07 0.07 0.02 0.55
C 7.262 -1.249 4.626 -0.08 0.45 0.00 0.18
C 3.727 -3.126 -4.899 0.03 -0.01 -0.09 0.42
C -5.952 7.815 -2.050 -0.34 0.10 0.09 -0.31
C -6.466 0.284 1.733 0.22 0.05 0.13 0.62
C 1.362 3.235 -1.084 -0.55 0.47 -1.24 -1.48
C -1.318 5.599 -4.237 0.48 0.15 -0.45 -0.26
C -5.179 8.906 -2.753 -0.20 0.27 -0.08 -0.32
C 8.757 -2.890 4.255 0.10 0.03 -0.04 0.60
C 3.675 -0.703 -1.021 0.35 -0.76 -0.65 0.81
C 0.119 -1.091 3.433 1.16 0.89 0.16 -0.84
C -2.699 -5.975 0.994 0.17 0.23 0.22 0.22
C -1.160 -0.022 1.572 -0.04 0.92 -2.12 0.91
C -2.876 1.691 -2.482 -1.08 -1.21 -0.31 -0.95
C -4.848 1.035 8.101 -0.09 0.07 0.05 0.59
C 5.616 -1.969 -5.284 0.32 0.16 -0.03 -0.38
C -0.257 5.566 -5.313 0.02 0.19 -0.12 -0.44
C 5.888 0.249 -0.066 0.11 -0.66 0.15 -0.95
C -3.832 7.144 -2.383 -0.08 -0.04 0.18 0.58
C 6.555 -2.577 4.602 -0.36 -0.14 0.11 -0.02
C 5.130 -0.977 -0.608 -0.58 0.24 0.50 -1.08
C 1.805 2.140 -2.106 0.42 0.88 1.75 0.17
C -1.195 0.998 0.578 -0.23 -2.10 2.07 -0.41
C -7.377 -0.877 1.413 0.08 -0.24 -0.03 -0.34
C 1.021 -2.266 3.067 -0.73 -2.38 -0.19 0.44
C 5.363 1.487 3.364 -0.20 0.27 0.72 -0.93
C -0.014 1.827 0.536 -0.89 1.63 -2.32 0.61
C -1.467 -0.384 -1.966 0.68 0.52 -0.31 -1.45
C 5.172 -2.655 -6.555 0.21 0.08 -0.29 -0.41
C 0.182 -3.716 -1.271 0.14 -0.36 -0.21 0.44
C -2.173 0.847 -1.464 -0.97 0.68 -0.37 0.78
C 3.254 1.727 -1.755 -0.62 -0.65 -1.02 -0.16
C -4.840 -0.192 6.213 -0.12 -0.06 -0.37 -0.09
C -0.808 3.462 -4.735 0.08 0.10 -0.14 0.68
C -3.601 -0.499 7.018 0.18 -0.22 -0.03 -0.06
C 0.000 -0.057 2.318 -0.56 -2.39 1.78 0.56
C 3.523 0.262 -2.209 0.07 0.82 0.76 -0.76
C 5.184 0.996 1.069 0.67 0.66 -0.22 0.10
C -3.144 -7.456 -0.644 -0.08 -0.07 -0.05 0.60
C -0.011 2.985 -0.467 0.54 0.08 0.96 -0.06
C 1.399 -5.200 -2.422 0.19 -0.62 -0.10 -0.34
C 0.156 -4.861 -3.199 0.03 -0.25 -0.48 -0.33
H 6.186 0.949 -0.850 -0.29 -0.03 -0.06 0.39
H -0.914 5.832 -3.259 0.04 -0.01 0.01 0.29
H -0.280 3.868 0.129 -0.16 -0.06 -0.10 0.45
H 5.983 -3.166 -7.066 -0.12 -0.19 0.04 0.31
H 1.273 4.172 -1.648 0.02 0.05 0.25 0.54
H 3.258 -1.666 -1.341 0.01 0.01 0.20 0.16
H 5.651 -2.547 3.996 0.10 -0.19 -0.11 -0.02
H 6.962 -0.625 5.466 0.21 -0.02 0.07 0.35
H -2.038 -1.292 -1.751 0.01 0.07 0.12 0.41
H 0.350 -4.167 -4.016 0.04 0.08 0.10 0.24
H 1.330 -6.165 -1.918 -0.12 0.10 0.12 0.32
H 2.104 3.428 -0.311 -0.01 -0.20 0.00 0.49
H 3.915 2.428 -2.273 0.12 -0.05 0.19 0.35
H 5.635 -1.453 -1.452 0.18 0.21 0.07 0.43
H -2.348 2.624 -2.666 -0.09 0.09 0.28 0.00
H 6.238 1.821 3.932 0.15 -0.19 -0.27 0.30
H 7.116 -0.696 3.697 0.06 -0.04 -0.01 -0.08
H -2.696 -0.503 6.413 0.04 0.17 0.09 0.06
H 2.291 -5.181 -3.031 0.07 0.21 0.12 0.29
H 1.762 2.568 -3.106 -0.16 -0.37 -0.13 0.70
H 0.527 -0.553 4.298 0.15 -0.25 -0.03 0.62
H -0.851 -1.462 3.745 0.00 -0.11 -0.25 0.10
H 4.418 0.264 -2.836 -0.08 -0.40 0.01 0.30
H -1.376 -0.311 -3.050 -0.01 -0.06 0.06 0.71
H 5.101 -1.722 0.196 0.07 -0.01 -0.10 0.29
H -3.424 -1.383 -0.052 -0.51 0.26 -0.31 0.18
H -4.821 -5.856 1.470 -0.09 -0.07 -0.18 0.30
H -7.191 -1.746 2.041 -0.19 0.03 0.07 0.30
H -0.657 5.768 -6.308 -0.01 -0.08 0.01 0.30
H -4.636 0.469 5.368 0.05 -0.02 0.01 0.13
H 4.873 2.397 3.003 0.00 -0.13 -0.13 0.44
H -5.399 8.956 -3.820 0.03 -0.05 0.01 0.25
H -3.913 1.861 -2.179 0.20 0.43 0.21 0.34
H 1.101 1.306 -2.015 0.22 -0.14 -0.24 -0.49
H 6.444 -2.485 -4.795 -0.05 -0.04 0.01 0.30
H 3.413 1.842 -0.683 0.03 -0.05 -0.08 -0.20
H 6.305 -2.943 5.601 0.03 0.01 0.00 0.28
H 3.094 -0.404 -0.140 -0.12 0.18 -0.22 -0.61
H 0.563 6.252 -5.118 0.13 -0.19 0.01 0.31
H 2.673 -0.073 -2.806 0.18 0.05 -0.22 0.42
H -4.042 -7.355 2.008 0.04 -0.02 -0.04 0.27
H -2.087 -5.946 1.893 0.13 -0.10 -0.10 0.32
H -5.336 9.888 -2.313 0.22 -0.01 0.05 0.29
H -0.455 -0.506 -1.571 -0.15 -0.10 0.25 -0.15
H -0.793 2.868 -1.208 0.14 -0.05 -0.06 -0.23
H -6.177 0.312 2.785 -0.01 -0.03 -0.01 -0.01
H -3.198 -1.531 3.846 -0.24 0.16 0.14 0.15
H -6.922 7.626 -2.501 0.08 -0.21 -0.04 0.29
H 4.090 0.913 1.051 0.08 -0.17 0.07 -0.21
H -0.352 -5.738 -3.592 -0.21 0.05 0.21 0.36
H -2.760 -4.968 0.575 -0.05 -0.02 -0.02 -0.12
H -2.118 6.287 -4.462 -0.13 -0.11 -0.04 0.23
H 6.826 -0.124 0.359 0.01 0.18 -0.05 0.48
H 4.699 1.020 4.107 -0.06 -0.10 -0.23 0.27
H -5.572 0.297 1.123 -0.06 0.23 -0.05 -0.21
H -2.933 1.174 -3.440 0.14 0.09 0.02 0.48
H -1.346 -2.790 1.333 -0.09 -0.87 -0.03 0.16
H -6.088 8.015 -0.986 0.06 -0.01 -0.01 0.28
H 1.855 0.626 2.743 0.12 0.10 -0.17 0.19
H -3.674 -1.447 7.556 -0.04 0.02 0.01 0.28
H 5.889 -0.928 -5.438 -0.17 0.05 0.13 0.34
H 5.426 2.063 0.953 -0.21 -0.03 -0.03 0.45
H -5.339 -1.088 5.848 -0.16 0.07 0.10 0.30
H 4.687 -1.972 -7.254 -0.04 -0.01 0.05 0.28
H -7.322 -1.178 0.364 -0.01 0.04 0.00 0.30
```
Forces are in eV/Å.


[2]
ORCA calculation (the ωB97M-V functional and the def2-TZVPD basis) on C15H56F2InNO19S2 as an isolated structure.

Properties
⟨S²⟩: 1.759
Calculated total energy: -89111.4117 eV
2S+1: 2
Net charge: +1

Geometry as XYZ:
```
96
Properties=species:S:1:pos:R:3:forces:R:3:mulliken_spin:R:1
In -25.024 11.857 12.521 -0.23 -0.65 0.14 0.00
S -23.706 8.906 15.194 2.63 1.94 1.65 0.00
S -25.277 8.063 13.760 -7.95 -6.55 -4.87 0.00
F -26.027 8.484 12.409 -0.04 -0.49 -0.37 0.00
F -22.868 10.264 15.250 -0.03 0.29 0.11 0.00
O -24.606 6.820 13.412 -0.23 1.69 1.03 0.00
O -24.514 8.945 16.401 1.30 -0.30 -1.87 0.00
O -21.405 5.956 11.025 0.12 -0.36 -0.12 0.00
O -25.413 12.087 19.524 0.74 -0.77 -0.48 0.00
O -22.170 4.991 17.118 0.25 0.20 0.47 0.00
O -27.293 3.727 15.503 0.67 0.43 0.63 0.00
O -27.730 5.047 10.804 -0.13 -0.32 0.37 0.00
O -20.009 8.050 15.549 1.08 1.08 -0.24 0.26
O -26.828 6.958 19.910 -0.88 -0.12 -0.11 0.00
O -21.249 9.995 19.456 -0.02 1.53 1.04 0.46
O -27.484 10.302 11.089 1.38 0.64 0.69 0.00
O -26.440 7.936 14.618 1.69 0.26 0.27 0.00
O -23.830 13.681 14.951 1.54 0.22 0.44 0.91
O -29.957 10.489 14.301 0.62 2.42 1.64 0.00
O -22.019 16.131 14.635 0.37 -2.45 1.52 -0.92
O -21.423 7.105 19.084 -0.69 0.71 0.24 0.08
O -24.495 9.887 10.190 -0.21 1.29 0.87 0.00
O -22.622 7.923 15.092 -2.25 1.29 -0.04 0.01
O -26.231 11.758 15.350 0.17 -0.04 -1.27 0.00
N -24.510 9.342 13.725 4.59 1.84 4.38 0.00
C -20.913 10.639 18.293 0.50 0.44 -0.36 0.06
C -22.838 7.269 19.208 -0.02 0.54 -0.10 0.00
C -22.468 13.625 15.321 -0.23 -0.21 -0.76 -0.05
C -28.259 9.447 10.267 -0.37 0.83 -0.04 0.00
C -27.100 10.787 15.955 0.55 0.01 0.81 0.00
C -19.751 9.089 14.609 0.50 -0.42 -0.16 0.00
C -24.631 8.581 9.707 0.50 -1.43 0.25 0.00
C -29.930 9.345 13.568 -0.95 -1.22 -0.86 0.00
C -22.719 4.765 15.838 -0.75 -0.15 -0.92 0.00
C -27.050 4.697 12.008 0.49 0.89 0.14 0.00
C -24.334 11.409 18.872 0.21 0.22 -0.08 0.00
C -21.887 6.359 12.283 0.07 0.57 0.32 0.00
C -26.615 4.546 16.475 -0.70 -0.63 0.59 0.00
C -26.475 7.664 18.742 1.49 -0.16 -0.35 0.00
C -21.750 15.031 15.515 -1.36 1.33 -0.66 0.13
H -21.075 6.753 12.894 0.22 0.14 0.19 0.00
H -27.562 8.840 9.690 -0.19 -0.13 0.31 0.00
H -27.931 11.273 16.466 -0.14 -0.11 -0.24 0.00
H -24.764 7.887 10.537 -0.06 0.36 0.26 0.00
H -21.360 6.377 18.461 0.59 -0.46 -0.58 0.00
H -23.480 12.073 18.743 0.17 0.31 0.01 0.00
H -22.787 3.711 15.571 0.52 -0.18 0.11 0.00
H -27.381 5.319 12.840 -0.09 0.08 0.10 0.00
H -24.577 11.012 17.886 -0.38 0.01 -0.12 0.00
H -26.614 5.598 16.190 0.29 -0.03 -0.09 0.00
H -25.502 8.396 9.077 0.23 0.35 -0.38 0.00
H -27.116 4.437 17.437 -0.72 0.24 -0.19 0.00
H -22.306 5.538 12.866 -0.13 -0.15 -0.53 0.00
H -23.751 5.103 15.741 -0.07 0.44 0.25 0.00
H -25.718 12.729 18.878 -0.27 0.18 0.17 0.00
H -27.255 7.875 18.010 -0.64 0.01 0.80 0.00
H -30.439 9.589 12.636 0.05 -0.74 -0.56 0.00
H -28.621 5.297 11.059 -0.11 -0.09 -0.18 0.00
H -27.965 10.998 11.542 -0.73 -0.32 -0.39 0.00
H -20.917 7.778 15.399 -0.77 -0.26 0.00 0.00
H -20.329 9.994 14.797 -0.29 0.08 0.24 0.03
H -27.424 10.059 15.211 -0.06 0.47 -0.08 0.00
H -28.942 8.867 10.887 0.06 -0.29 -0.29 0.00
H -23.277 7.503 18.238 -0.14 -0.28 -0.21 0.00
H -23.944 10.561 19.436 -0.50 0.08 0.48 0.00
H -20.806 6.647 10.734 0.03 -0.12 -0.22 0.00
H -25.780 7.070 18.149 0.33 -0.21 -0.13 0.00
H -23.017 8.168 19.799 -0.10 -0.19 0.43 0.00
H -26.004 4.956 11.843 0.07 -0.26 0.06 0.00
H -25.929 8.571 19.002 -0.24 0.40 -0.14 0.00
H -30.556 8.659 14.139 0.23 -0.45 -0.34 0.00
H -21.900 12.999 14.632 -0.05 0.24 -0.73 0.01
H -28.930 8.945 13.402 0.10 -0.21 -0.04 0.00
H -22.555 4.359 17.729 -0.03 -0.13 0.01 0.00
H -21.707 10.339 17.609 -0.08 -0.23 -1.03 0.05
H -25.646 4.159 16.792 0.52 0.09 -0.78 0.00
H -23.318 6.392 19.643 0.00 0.08 0.05 0.00
H -18.695 9.356 14.576 -0.02 -0.23 0.49 0.00
H -22.639 7.140 12.168 -0.09 -0.08 0.17 0.00
H -23.677 8.276 9.279 -0.22 -0.13 -0.66 0.00
H -24.558 10.531 9.481 -0.02 -0.24 -0.26 0.00
H -26.132 7.051 20.566 -0.03 0.09 -0.10 0.00
H -21.223 9.039 19.369 0.47 -1.47 -0.40 -0.01
H -22.343 13.100 16.267 -0.27 0.26 0.54 0.01
H -20.679 14.935 15.694 0.19 -0.36 -0.47 -0.02
H -29.469 11.165 13.825 -0.07 0.20 0.19 0.00
H -26.631 3.469 14.857 -0.08 -0.04 -0.17 0.00
H -27.129 3.663 12.346 -0.23 -0.24 -0.48 0.00
H -22.108 15.296 16.510 -0.26 0.83 0.09 -0.07
H -19.925 10.368 17.923 0.05 -0.83 -0.35 0.03
H -22.145 5.297 15.079 0.16 -0.11 0.29 0.00
H -26.514 10.218 16.677 -0.18 -0.05 0.16 0.00
H -28.808 10.088 9.577 -0.31 -0.33 -0.21 0.00
H -19.996 8.765 13.598 -0.31 -0.15 -0.13 0.02
H -25.888 12.424 15.951 -0.23 -0.13 0.27 0.00
H -20.863 11.727 18.325 -0.60 -0.06 0.89 0.00
```
Forces are in eV/Å.